This record from the OMol25 dataset describes a cluster of 2 separate species, ClH2O2P in total at a distorted geometry. The level of theory is the ωB97M-V functional and the def2-TZVPD basis.

Output
relative energy (zero: lowest compared OMol25 entry of this formula, charge and spin) = 122.2 kJ/mol

Geometry as ORCA input:
```
! RIJCOSX wB97M-V def2-TZVPD def2/J DEFGRID3
* xyz 0 1
O -0.702 1.086 1.304
P -1.946 0.461 0.849
Cl -1.474 -0.868 -0.705
O 1.661 0.053 -0.552
H 0.770 0.197 -0.339
H 1.691 -0.928 -0.557
*
```

***

This record from the OMol25 dataset describes a cluster of 2 separate species, C12H17N in total at a distorted geometry. The level of theory is the ωB97M-V functional and the def2-TZVPD basis.

Output
relative energy (zero: lowest compared OMol25 entry of this formula, charge and spin) = 221.9 kJ/mol

Geometry as ORCA input:
```
! RIJCOSX wB97M-V def2-TZVPD def2/J DEFGRID3
* xyz 0 1
C -0.465 2.135 1.955
C -0.953 1.404 0.763
C -1.578 2.099 -0.283
N -2.363 1.210 -1.002
C -2.168 -0.066 -0.536
C -2.736 -1.341 -0.776
C -2.135 -2.422 -0.108
C -1.125 -2.273 0.843
C -0.761 -0.989 1.282
C -1.168 0.024 0.437
H 0.587 2.075 2.233
H -1.075 1.673 2.772
H -0.826 3.165 1.942
H -1.511 3.177 -0.258
H -2.793 1.281 -1.901
H -3.604 -1.504 -1.385
H -2.605 -3.369 -0.342
H -0.605 -3.101 1.315
H 0.018 -0.901 2.031
C 1.997 0.714 -1.548
C 1.966 -0.245 -0.372
C 3.317 -0.991 -0.343
H 1.185 1.390 -1.827
H 2.257 0.014 -2.382
H 2.913 1.292 -1.694
H 1.970 -0.008 0.707
H 1.125 -0.939 -0.419
H 3.473 -1.271 0.701
H 3.544 -1.852 -0.996
H 4.118 -0.382 -0.811
*
```

***

This record from the OMol25 dataset describes a structure of composition C11H23AlINO6P at a distorted geometry. The level of theory is the ωB97M-V functional and the def2-TZVPD basis.

Geometry as ORCA input:
```
! RIJCOSX wB97M-V def2-TZVPD def2/J DEFGRID3
* xyz -1 1
C 3.721 2.554 -0.774
C 3.974 1.207 -1.433
O 3.253 0.221 -0.688
C 3.036 -0.942 -1.346
O 3.753 -1.304 -2.281
C 1.843 -1.710 -0.858
C 0.960 -2.120 -2.040
C -0.517 -2.158 -1.567
Al -1.261 -0.300 -1.649
O -0.747 0.531 -0.103
C -1.600 1.648 -0.150
C -3.036 1.105 -0.388
P -4.129 2.567 -0.779
O -3.202 3.510 -1.775
I -5.643 1.597 -2.430
O -3.008 0.018 -1.243
H 4.662 3.055 -0.584
H 3.205 2.387 0.160
H 3.120 3.200 -1.399
H 5.029 0.956 -1.396
H 3.668 1.180 -2.469
H 1.266 -1.097 -0.182
H 2.185 -2.577 -0.307
H 1.063 -1.348 -2.799
H 1.271 -3.058 -2.484
H -0.515 -2.454 -0.520
H -1.085 -2.880 -2.149
H -0.845 0.449 -3.008
H -1.291 2.255 -1.003
H -1.553 2.246 0.761
H -3.426 0.751 0.574
H -2.632 4.040 -1.224
C 0.203 -0.131 3.153
C -0.066 -1.512 2.606
O 0.763 -2.120 1.958
N -1.298 -2.047 2.832
C -2.414 -1.459 3.543
H 1.212 0.152 2.872
H -0.493 0.589 2.723
H 0.118 -0.119 4.241
H -1.420 -2.957 2.419
H -2.703 -2.091 4.387
H -3.273 -1.354 2.879
H -2.150 -0.478 3.921
*
```

***

| no. | E_LUMO (eV) | orbital gap (Eh) |
| --- | --- | --- |
| 1 | -1.5 | 0.3521 |
| 2 | 0.9 | 0.3147 |
| 3 | 2.6 | 0.2781 |